Entry 1:
Here is a structure of composition C32H58HgN3O2P2 at a distorted geometry from the Open Molecules 2025 dataset. Energies are from wB97M-V/def2-TZVPD.

Calculated total energy, eV: -65436.972
Total charge: +1
LUMO, eV: -3.332
Energy relative to the best compared isomer or geometry (same formula, charge and spin), eV: 0.000

Each line ends with the Mulliken charge.
Element x y z (Å)
C  -2.243  1.519  -0.443  -0.339
C  -0.373  1.598  -1.895  0.593
C  -2.843  2.596  -1.094  -0.862
C  -0.858  2.832  -2.421  -1.094
C  -2.120  3.286  -2.067  -0.862
H  -3.860  2.838  -0.807  0.555
H  -0.231  3.361  -3.132  0.523
H  -2.561  4.185  -2.495  0.433
N  -1.083  1.032  -0.863  1.023
P  -1.770  0.211  2.076  -0.179
P  1.207  -0.748  -1.939  0.473
C  -2.918  0.879  0.771  -1.323
H  -3.584  1.628  1.234  0.570
H  -3.556  0.036  0.443  0.745
C  0.275  -2.987  2.086  0.095
O  0.952  -3.902  1.966  -0.254
C  0.782  0.923  -2.386  -1.400
H  1.337  1.441  -3.175  0.494
C  3.119  -0.883  -1.519  2.413
C  0.749  -1.499  -3.655  1.923
C  -1.362  1.713  3.168  2.355
C  -2.812  -1.056  3.001  2.067
C  3.325  -1.123  -0.006  -1.708
H  2.785  -2.014  0.349  0.245
H  4.399  -1.298  0.167  0.570
H  3.027  -0.258  0.601  0.118
C  3.788  -2.074  -2.234  -1.984
H  3.307  -3.027  -1.969  0.359
H  3.812  -1.970  -3.327  0.320
H  4.836  -2.137  -1.894  0.560
C  3.802  0.429  -1.898  -1.866
H  4.874  0.356  -1.657  0.610
H  3.708  0.664  -2.966  0.233
H  3.383  1.261  -1.321  0.078
C  1.011  -3.006  -3.706  -1.584
H  0.471  -3.536  -2.911  0.040
H  0.657  -3.383  -4.680  0.570
H  2.076  -3.243  -3.623  0.339
C  -0.763  -1.282  -3.878  -1.724
H  -1.355  -1.666  -3.034  0.177
H  -1.000  -0.220  -4.014  0.309
H  -1.085  -1.814  -4.791  0.544
C  1.531  -0.792  -4.768  -1.664
H  1.160  0.226  -4.933  0.316
H  2.609  -0.736  -4.569  0.228
H  1.399  -1.350  -5.709  0.513
C  -2.071  -1.454  4.291  -1.803
H  -2.688  -2.198  4.818  0.535
H  -1.096  -1.913  4.076  0.150
H  -1.929  -0.605  4.972  0.340
C  -2.990  -2.308  2.123  -1.723
H  -3.459  -2.063  1.159  0.320
H  -2.032  -2.815  1.941  0.002
H  -3.653  -3.004  2.663  0.692
C  -4.220  -0.541  3.324  -1.694
H  -4.761  -0.254  2.413  0.300
H  -4.768  -1.369  3.796  0.560
H  -4.223  0.299  4.024  0.330
C  -1.025  2.918  2.275  -2.008
H  -1.899  3.268  1.707  0.287
H  -0.693  3.751  2.917  0.684
H  -0.207  2.688  1.579  0.145
C  -0.131  1.385  4.024  -1.527
H  0.741  1.142  3.406  0.244
H  0.127  2.280  4.610  0.501
H  -0.306  0.566  4.729  0.288
C  -2.538  2.108  4.078  -1.881
H  -3.460  2.294  3.510  0.324
H  -2.731  1.371  4.868  0.338
H  -2.275  3.051  4.584  0.513
Hg  -0.007  -0.707  0.489  1.686
N  2.528  1.896  2.301  -0.577
C  2.799  2.889  1.748  -0.311
C  3.144  4.127  0.961  2.442
C  3.084  3.728  -0.518  -1.280
C  2.134  5.250  1.270  -1.670
C  4.559  4.582  1.354  -1.696
H  3.910  3.041  -0.744  0.340
H  2.142  3.208  -0.758  0.025
H  3.178  4.582  -1.197  0.494
H  2.037  5.402  2.353  0.402
H  2.494  6.196  0.842  0.469
H  1.139  5.046  0.847  0.287
H  4.675  5.644  1.130  0.409
H  4.757  4.441  2.425  0.373
H  5.311  4.017  0.795  0.367
C  -3.263  -4.542  -1.626  -0.957
N  -1.875  -4.775  -1.226  0.290
C  -1.367  -6.139  -1.268  -0.994
C  -1.062  -3.794  -0.820  -0.412
O  -1.425  -2.597  -0.719  -0.684
H  -3.412  -4.925  -2.644  0.411
H  -3.509  -3.477  -1.587  0.224
H  -3.937  -5.109  -0.970  0.372
H  -0.504  -6.204  -1.949  0.316
H  -1.049  -6.467  -0.267  0.340
H  -2.164  -6.795  -1.627  0.368
H  -0.032  -4.129  -0.566  0.501

---

Entry 2:
Here is a structure of composition C32H60CuN2OP3 at a distorted geometry from the Open Molecules 2025 dataset. Energies are from wB97M-V/def2-TZVPD.

Calculated total energy, eV: -111685.326
<S²>: 0.778
Multiplicity: 2
Total charge: +1
LUMO (spin up / spin down), eV: -1.894 / -4.183
Energy relative to the best compared isomer or geometry (same formula, charge and spin), eV: 0.000

Each line ends with the Mulliken spin population.
Element x y z (Å)
C  -1.881  1.706  -0.909  -0.025
C  -2.731  0.075  0.586  -0.023
C  -3.158  2.227  -1.101  0.151
C  -4.018  0.674  0.504  0.158
C  -4.231  1.742  -0.346  -0.045
H  -3.254  3.049  -1.798  0.002
H  -4.825  0.215  1.081  -0.001
H  -5.217  2.202  -0.426  0.000
N  -1.691  0.651  -0.113  0.102
P  0.904  2.187  -0.576  0.003
P  -1.034  -2.098  1.089  0.025
C  -0.656  2.369  -1.569  -0.020
H  -0.463  1.935  -2.556  0.006
H  -0.850  3.436  -1.723  -0.006
C  1.506  -0.967  0.895  0.013
O  2.501  -1.556  1.020  0.002
C  -2.489  -1.126  1.320  0.471
H  -3.344  -1.533  1.861  -0.064
C  -1.474  -3.372  -0.320  0.109
C  -0.750  -3.099  2.746  0.023
C  2.424  2.371  -1.778  0.003
C  0.709  3.797  0.475  0.010
C  -0.165  -3.947  -0.883  0.013
H  0.423  -4.496  -0.136  0.000
H  -0.413  -4.652  -1.693  0.000
H  0.466  -3.156  -1.316  0.000
C  -2.384  -4.447  0.269  0.001
H  -1.879  -5.067  1.018  0.001
H  -3.291  -3.999  0.700  0.002
H  -2.712  -5.120  -0.536  0.003
C  -2.233  -2.669  -1.448  0.018
H  -2.486  -3.420  -2.213  0.001
H  -3.173  -2.224  -1.098  -0.002
H  -1.621  -1.896  -1.927  -0.004
C  0.260  -4.233  2.499  0.011
H  1.173  -3.865  2.008  -0.003
H  0.566  -4.615  3.484  0.000
H  -0.143  -5.075  1.927  0.000
C  -0.123  -2.213  3.816  0.002
H  0.800  -1.760  3.457  -0.001
H  -0.805  -1.438  4.172  0.002
H  0.133  -2.839  4.685  -0.001
C  -2.081  -3.579  3.325  -0.002
H  -2.592  -4.318  2.706  0.001
H  -1.870  -4.038  4.302  0.001
H  -2.761  -2.735  3.495  -0.004
C  1.909  3.776  1.433  0.001
H  1.786  4.563  2.192  0.000
H  1.999  2.796  1.949  0.000
H  2.866  3.938  0.920  0.000
C  -0.624  3.676  1.237  0.001
H  -1.474  3.935  0.591  -0.002
H  -0.799  2.655  1.619  -0.003
H  -0.629  4.378  2.083  0.001
C  0.659  5.117  -0.318  -0.001
H  0.248  5.891  0.346  0.000
H  1.646  5.465  -0.634  0.000
H  0.005  5.075  -1.198  0.000
C  1.938  2.113  -3.204  0.000
H  1.231  2.882  -3.546  0.000
H  2.802  2.147  -3.884  0.000
H  1.481  1.123  -3.295  0.000
C  3.460  1.308  -1.374  -0.001
H  3.086  0.287  -1.519  0.000
H  4.347  1.434  -2.013  0.000
H  3.779  1.419  -0.327  0.000
C  3.091  3.749  -1.754  -0.001
H  2.422  4.531  -2.132  0.000
H  3.487  4.022  -0.769  0.000
H  3.953  3.711  -2.437  0.000
Cu  0.135  -0.068  0.090  0.074
N  0.535  -0.606  -1.855  0.000
C  0.623  -1.127  -2.895  -0.004
C  0.762  -1.766  -4.264  0.000
C  -0.575  -2.448  -4.610  0.000
C  1.076  -0.694  -5.330  0.000
C  1.915  -2.786  -4.196  0.000
H  -0.780  -3.275  -3.911  0.000
H  -1.399  -1.716  -4.558  0.000
H  -0.568  -2.865  -5.629  0.000
H  2.081  -0.270  -5.175  0.000
H  1.055  -1.130  -6.343  0.000
H  0.323  0.110  -5.311  0.000
H  2.103  -3.256  -5.176  0.000
H  2.845  -2.283  -3.883  0.000
H  1.681  -3.584  -3.474  0.000
C  0.708  2.850  4.587  0.002
P  0.562  1.595  3.249  -0.001
C  1.894  0.493  3.886  0.001
C  -1.111  0.971  3.756  -0.009
H  1.706  3.307  4.506  0.000
H  0.562  2.362  5.570  0.000
H  -0.061  3.620  4.435  0.000
H  1.697  0.272  4.943  0.000
H  2.048  -0.429  3.315  0.000
H  2.824  1.072  3.788  0.000
H  -1.062  0.593  4.784  -0.002
H  -1.837  1.795  3.692  0.001
H  -1.478  0.192  3.071  0.008